1.
25
Properties=species:S:1:pos:R:3:forces:R:3:lowdin_charge:R:1 method="wB97M-V/def2-TZVPD" orbital_gap_ev=7.3 smiles=OB(O)N(c1ccccc1)c1cccs1 e_above_lowest_kcal_mol=0.0 multiplicity=1 e_homo_ev=-7.077 total_energy_ev=-27629.579
O -1.003357 3.084340 0.353694 2.0457 0.1908 0.0813 0.1787
B 0.237496 2.480140 0.357045 -1.3285 -4.3731 -0.7125 -0.4578
O 1.454836 3.020415 0.264684 -0.2917 1.1057 -0.1932 0.2058
N 0.397173 0.683965 0.205711 -0.1933 6.9984 1.0062 0.0150
C -0.687272 -0.088132 0.219476 -2.6006 -2.7874 -2.2364 -0.2846
C -0.668360 -1.312386 -0.646219 0.5355 3.3040 2.7455 -0.0694
C -1.729462 -2.127144 -0.594720 -0.2111 -0.3742 -0.9062 -0.1212
C -2.939344 -1.785502 0.055172 0.3528 0.2465 -0.4694 -0.0993
C -2.979252 -0.643114 0.886292 0.3999 -0.3309 -0.4410 -0.0715
C -1.867358 0.256667 0.914232 0.9953 -2.5095 -0.6986 -0.0463
C 1.633668 0.154991 0.072374 0.2326 -1.7410 0.5372 -0.5477
C 2.778744 0.530611 -0.514892 0.3036 0.0860 -0.7661 -0.1237
C 3.780383 -0.481377 -0.531808 -0.3729 1.1550 1.9438 -0.1789
C 3.435310 -1.493343 0.313975 1.9867 -3.0705 -0.9818 -0.4632
S 1.839369 -1.417032 0.799250 -0.2824 0.1896 0.8170 1.0798
H -1.810210 2.594129 0.511234 0.0606 -0.5511 -0.1431 0.0803
H 1.404901 3.963465 0.033624 0.1832 -0.2376 0.2976 0.1385
H 0.271136 -1.528582 -1.118771 -0.2016 -0.2703 -0.4355 0.0786
H -1.525414 -3.023302 -1.187948 -1.1195 -0.0864 0.1881 0.1115
H -3.761703 -2.386583 -0.363437 -0.1450 0.3443 1.4148 0.1004
H -3.806772 -0.495680 1.593154 0.1284 0.1750 -0.7139 0.0998
H -1.638127 1.006314 1.629236 -0.8097 0.6052 0.9268 0.0919
H 2.964806 1.500451 -0.905990 -0.1080 0.5157 -0.4764 0.0991
H 4.733208 -0.130726 -0.833739 1.0191 -0.6837 -0.5335 0.0886
H 3.942782 -2.518982 0.476876 -0.5790 2.0995 -0.2508 0.0958

---

2.
26
Properties=species:S:1:pos:R:3:forces:R:3:lowdin_charge:R:1 method="wB97M-V/def2-TZVPD" orbital_gap_ev=6.1 charge=+2 e_above_lowest_kcal_mol=0.0 multiplicity=1 e_homo_ev=-15.867 total_energy_ev=-21441.578
C 2.782782 -1.752831 -0.849491 0.4910 -0.3661 0.8047 -0.3796
C 2.006713 -1.047337 0.157936 0.8273 0.2508 -1.8058 -0.0228
C 1.824516 0.463790 -0.039677 0.7606 -0.0421 1.4293 -0.0763
C 0.642019 1.034875 0.740222 -0.8691 0.0246 -0.0953 -0.0604
C -0.577278 1.351498 0.255778 0.4888 -0.1198 0.4777 -0.0406
C -1.185316 1.232335 -1.140628 0.3687 -0.3460 -0.0292 -0.0585
C -2.499737 0.347788 -1.146721 -0.2057 1.2080 -0.3443 -0.1315
O -2.707630 -0.323309 0.111813 1.1621 -0.7675 -1.4103 -0.0106
C -2.013715 -1.488173 0.182691 -0.4899 0.4806 0.4568 -0.3708
O -2.040658 -2.123072 1.178641 0.3618 -0.9346 0.9652 0.1113
C -1.344615 1.925781 1.482560 1.6306 -1.9941 -1.6300 -0.3806
O -2.247665 2.641943 1.410746 -1.9418 1.2252 0.5027 0.2621
O -0.706596 1.459259 2.631477 0.6889 1.2168 -0.0911 0.1679
C 0.628111 1.359454 2.264326 -1.4616 -1.2775 -2.7826 -0.3889
O 1.564387 1.457290 2.942149 1.5121 0.0424 1.6731 0.2268
H 3.911110 -1.626286 -0.890049 -1.5533 1.4032 -1.2128 0.0982
H 2.307169 -2.374379 -1.660802 0.3818 1.2711 0.9148 -0.0225
H 1.612740 -1.623318 1.028743 -1.2490 0.7106 -0.9141 0.1250
H 1.727723 0.631671 -1.135758 0.0782 -0.1782 0.8183 0.1389
H 2.773062 0.983923 0.271994 -0.5103 -0.2171 -0.1736 0.1776
H -0.443414 0.755964 -1.825856 -0.3626 0.3452 0.5539 0.1112
H -1.386137 2.235377 -1.585669 0.0078 -0.6570 0.5459 0.1471
H -2.472008 -0.404567 -1.968892 -0.0886 0.6985 0.5126 0.1292
H -3.358776 1.039552 -1.280889 0.4529 -0.7869 0.1073 0.1475
H -1.398936 -1.879525 -0.669655 -0.6015 0.9555 -0.2772 0.1469
Ba 2.602150 -4.277702 -0.464990 0.1206 -2.1455 1.0041 1.9533

---

3.
23
Properties=species:S:1:pos:R:3:forces:R:3:lowdin_charge:R:1 method="wB97M-V/def2-TZVPD" orbital_gap_ev=5.6 charge=-2 multiplicity=1 e_homo_ev=0.134 total_energy_ev=-87462.124
C -1.949461 -0.783117 1.469552 -2.6314 -0.4590 -0.1064 -0.3189
C -1.745061 -1.280417 2.778852 -3.2239 -0.8742 0.5593 -0.2890
C -1.801061 -0.184817 3.676352 -1.9783 -1.1608 1.1167 -0.2857
H -1.570261 -2.309817 3.046652 0.0981 0.1304 -0.0235 0.0896
C -1.997361 0.987783 2.921652 -0.3222 0.9559 0.2576 -0.2615
C -2.070461 0.623183 1.554052 -2.2081 0.0251 -1.0725 -0.2954
H -2.184461 1.300783 0.723552 0.0288 0.0003 -0.0415 0.0872
H -1.959761 -1.366617 0.566052 0.1761 0.0437 -0.0727 0.0819
H -1.659961 -0.235617 4.742452 0.1087 -0.0140 -0.0040 0.0784
H -2.031661 1.992183 3.308952 -0.1295 0.1153 0.0458 0.0714
Hg -0.023961 0.055383 2.275752 4.5490 5.1457 -0.2172 0.7936
Br 1.118539 -0.776417 0.515752 3.1878 -1.3330 -3.8421 -0.0154
C 2.747239 0.731283 -2.633648 0.0340 -0.0378 -0.1944 -0.2525
C 1.656939 1.514083 -3.062648 0.0700 -0.0058 -0.0700 -0.2436
C 0.674139 0.646183 -3.579148 0.0110 -0.0045 -0.0746 -0.2444
H 1.586439 2.595283 -3.005548 -0.0228 -0.0088 0.0494 0.0397
C 1.157139 -0.673117 -3.469348 0.0995 0.0234 -0.1008 -0.2474
C 2.438539 -0.620517 -2.885148 0.0544 0.0858 -0.2026 -0.2682
H 3.075239 -1.471417 -2.666948 -0.0613 0.0296 0.0740 0.0472
H 3.663339 1.103783 -2.187348 -0.0640 -0.0218 0.0617 0.0456
H -0.285661 0.941883 -3.989448 -0.0227 -0.0038 0.0455 0.0385
H 0.634439 -1.571617 -3.780248 -0.0173 0.0114 0.0642 0.0423
F 0.527139 -1.218317 3.679852 2.2642 -2.6430 3.7482 -0.6934

---

no.,LUMO level (eV)
1,0.25
2,-9.77
3,5.77